{"formula": "C6H11N", "method": "ωB97M-V with the def2-TZVPD basis set", "elements": ["C", "C", "C", "C", "N", "C", "C", "H", "H", "H", "H", "H", "H", "H", "H", "H", "H", "H"], "coordinates": [[-1.16005, 1.51270, -0.49131], [-1.41198, -1.75362, -0.43520], [1.14357, 0.53878, 0.25305], [-0.21349, 0.48459, 0.05365], [1.97511, 1.60790, 0.45618], [-0.47254, -0.90624, 0.38360], [1.50415, -0.86902, 0.25718], [1.62390, 2.39599, 0.98269], [2.95094, 1.41374, 0.62870], [-0.45423, -1.17726, 1.43515], [-0.62164, 2.38165, -0.87500], [-1.87371, 1.85147, 0.26820], [-1.76276, 1.08788, -1.30053], [2.21206, -1.24904, 1.00055], [1.55321, -1.38160, -0.69749], [-1.32773, -1.54363, -1.50424], [-2.45324, -1.57812, -0.13751], [-1.21158, -2.81618, -0.27767]], "multiplicity": 1, "orbital_gap_ev": 8.44}

---

{"formula": "C44H62N2O4P2PtSi", "method": "ωB97M-V with the def2-TZVPD basis set", "elements": ["Pt", "C", "Si", "C", "C", "C", "C", "C", "C", "P", "C", "C", "C", "C", "C", "C", "C", "C", "C", "C", "C", "C", "C", "C", "C", "C", "C", "C", "P", "C", "C", "C", "C", "C", "C", "C", "C", "C", "C", "C", "C", "H", "H", "H", "H", "H", "H", "H", "H", "H", "H", "H", "H", "H", "H", "H", "H", "H", "H", "H", "H", "H", "H", "H", "H", "H", "H", "H", "H", "H", "H", "H", "H", "H", "H", "H", "H", "H", "H", "H", "H", "H", "H", "H", "H", "H", "H", "H", "H", "H", "H", "H", "H", "H", "H", "H", "O", "C", "C", "C", "C", "C", "C", "C", "O", "N", "O", "O", "H", "H", "H", "H", "N", "H", "H", "H"], "coordinates": [[-0.58688, 0.69057, -0.67588], [-2.43641, -1.45014, 3.40054], [-1.48117, -1.16422, 1.80678], [0.11908, -0.31977, 2.39529], [0.81494, -1.18877, 3.24390], [1.95502, -0.80347, 3.92914], [2.43398, 0.48919, 3.78552], [1.77560, 1.36655, 2.94029], [0.62716, 0.98307, 2.24508], [-0.14220, 2.17611, 1.09651], [1.19722, 3.30951, 0.49490], [2.34285, 2.48575, -0.13052], [3.06976, 3.24264, -1.25211], [3.08220, 4.74070, -0.96135], [1.65010, 5.29871, -0.97954], [0.61653, 4.22994, -0.58830], [-1.31410, 3.22510, 2.07747], [-0.70207, 3.63778, 3.43252], [-1.12680, 2.68681, 4.55026], [-2.64973, 2.73442, 4.76962], [-3.39448, 3.09627, 3.47670], [-2.66390, 2.50879, 2.27192], [-1.17576, -2.71621, 0.78086], [-1.93049, -3.84215, 1.11762], [-2.02617, -4.93535, 0.26881], [-1.36281, -4.91948, -0.94653], [-0.57075, -3.83106, -1.28301], [-0.46762, -2.73052, -0.43470], [0.64101, -1.36827, -0.92525], [2.15618, -1.74816, 0.07317], [2.62941, -3.20677, -0.00533], [3.51411, -3.47161, 1.22005], [4.47729, -2.29609, 1.48432], [4.66712, -1.44965, 0.22680], [3.33624, -0.79084, -0.17258], [0.89678, -1.43529, -2.76358], [1.96634, -2.39375, -3.33902], [3.13737, -1.63095, -3.95551], [2.66410, -0.75241, -5.11997], [1.31668, -0.06627, -4.80490], [1.09666, -0.00203, -3.29628], [-1.93952, -2.22043, 3.99267], [-3.47248, -1.76321, 3.25858], [-2.44860, -0.54401, 4.00868], [0.44867, -2.20363, 3.37290], [2.46273, -1.50497, 4.57766], [3.31520, 0.81301, 4.32269], [2.15829, 2.37299, 2.83179], [1.56374, 3.92461, 1.32210], [1.91221, 1.56873, -0.54621], [3.05575, 2.19603, 0.64154], [2.56867, 3.07650, -2.21012], [4.08878, 2.86649, -1.34433], [3.68842, 5.25810, -1.70416], [3.55132, 4.91553, 0.00993], [1.40453, 5.67474, -1.97380], [1.58008, 6.14513, -0.29452], [0.36809, 3.60926, -1.45547], [-0.30101, 4.72336, -0.25650], [-1.46439, 4.11939, 1.46673], [-1.04906, 4.64453, 3.67270], [0.38670, 3.68700, 3.37873], [-0.61254, 2.95761, 5.47219], [-0.81247, 1.67137, 4.29739], [-2.89511, 3.46448, 5.54097], [-2.99217, 1.76286, 5.13180], [-3.45748, 4.18120, 3.36581], [-4.41803, 2.72303, 3.51314], [-3.27148, 2.59824, 1.36747], [-2.49463, 1.44293, 2.45108], [-2.45231, -3.86732, 2.06763], [-2.62557, -5.78909, 0.55470], [-1.43983, -5.76015, -1.62275], [-0.02127, -3.84814, -2.21604], [1.79146, -1.59653, 1.09218], [3.21629, -3.36340, -0.90974], [1.79446, -3.90585, -0.01382], [4.07183, -4.39287, 1.04736], [2.88231, -3.63737, 2.09613], [5.44125, -2.67320, 1.82411], [4.08175, -1.65573, 2.27838], [5.04384, -2.07488, -0.58513], [5.41265, -0.67464, 0.40606], [3.38767, -0.48129, -1.21931], [3.19657, 0.10466, 0.43315], [-0.08951, -1.75257, -3.10469], [1.50316, -2.99329, -4.12667], [2.32699, -3.08908, -2.58381], [3.88939, -2.33722, -4.30730], [3.61937, -1.01451, -3.19375], [2.55818, -1.36590, -6.01534], [3.42982, -0.00539, -5.33103], [0.49480, -0.62576, -5.26051], [1.29942, 0.93452, -5.23653], [0.21606, 0.60657, -3.06074], [1.96206, 0.47720, -2.83068], [-2.47665, -0.29099, 0.72878], [-3.62833, -0.77783, 0.31364], [-3.94099, -1.14719, -0.96933], [-5.25291, -1.64989, -1.20148], [-5.64879, -2.00981, -2.44734], [-4.78805, -1.89690, -3.56077], [-3.51992, -1.41718, -3.39127], [-3.03033, -1.02583, -2.11573], [-1.82937, -0.63794, -2.02652], [-7.01130, -2.51785, -2.63977], [-7.37893, -2.67639, -3.78328], [-7.66444, -2.73829, -1.64051], [-4.35168, -0.98407, 1.10152], [-5.96075, -1.72362, -0.38542], [-5.15409, -2.17398, -4.53986], [-2.83232, -1.35925, -4.22373], [-2.18644, 2.18396, -1.65876], [-2.94991, 2.25830, -0.99313], [-2.53848, 1.69345, -2.47430], [-1.92375, 3.12295, -1.93979]], "charge": 2, "multiplicity": 1, "orbital_gap_ev": 7.03}

---

{"formula": "C25H25BrN4O5", "method": "ωB97M-V with the def2-TZVPD basis set", "elements": ["C", "O", "C", "C", "C", "C", "C", "C", "N", "C", "C", "C", "C", "C", "C", "C", "N", "O", "N", "C", "O", "C", "C", "C", "C", "Br", "C", "C", "C", "C", "N", "O", "O", "C", "C", "H", "H", "H", "H", "H", "H", "H", "H", "H", "H", "H", "H", "H", "H", "H", "H", "H", "H", "H", "H", "H", "H", "H", "H", "H"], "coordinates": [[1.13360, -1.48880, -3.56964], [2.17624, -0.59490, -3.76119], [2.40115, 0.11562, -2.49011], [3.12025, 1.22868, -2.58506], [3.67592, 1.95937, -1.33708], [3.19212, 1.62558, 0.03381], [3.51299, 2.62471, 0.91643], [2.68202, 3.89926, 0.80039], [1.52992, 3.74229, 0.37571], [0.41564, 2.80252, 0.79565], [0.36959, 2.59906, 2.15554], [-0.52425, 1.64211, 2.36539], [-1.29030, 1.00604, 1.69790], [-2.47172, -0.12888, 2.17999], [-3.80218, 0.39821, 2.04313], [-4.80279, -0.82913, 2.39124], [-5.53385, -0.87123, 3.35594], [-4.73041, -1.70865, 1.52466], [-1.96766, -1.24947, 1.10269], [-0.78219, -1.69804, 1.19143], [0.14413, -1.34636, 1.72206], [-0.62587, -2.77681, -0.07286], [-1.66597, -2.87337, -1.09536], [-1.30891, -3.92998, -2.02225], [-0.34347, -4.69752, -1.84760], [0.13187, -5.99914, -3.26746], [0.62526, -4.55648, -0.81715], [0.62281, -3.64045, -0.00978], [-1.35154, 1.37374, 0.23952], [-0.18747, 2.27730, -0.10239], [-0.13747, 2.31344, -1.63299], [-0.67429, 1.47119, -2.16963], [0.39481, 3.33967, -2.37299], [2.26565, 0.61303, -0.19312], [1.91475, -0.09034, -1.28371], [0.93005, -1.86511, -4.70117], [0.24988, -0.98501, -3.29327], [1.48545, -2.52706, -2.83431], [3.79445, 1.52501, -3.47099], [4.31311, 2.80413, -1.54962], [4.33934, 2.65191, 1.12190], [3.22259, 1.94086, 1.87164], [3.35680, 4.36174, 0.34207], [2.85345, 4.20195, 1.95138], [1.47833, 3.71009, -0.67920], [0.97629, 2.97726, 2.57730], [-0.62516, 1.49953, 3.49896], [-2.08248, -0.34757, 3.05393], [-3.97195, 0.65958, 0.79264], [-3.88694, 1.27961, 2.67056], [-5.51217, -0.00915, 4.02801], [-6.19048, -1.63050, 3.69853], [-2.68082, -1.71207, 1.10835], [-2.41785, -2.44516, -0.98732], [-1.86170, -3.92082, -2.79136], [1.71495, -5.30265, -0.63557], [1.04097, -3.43353, 0.76671], [-1.91610, 0.71473, -0.48595], [2.07924, 0.33175, 0.77704], [1.20240, -1.03179, -1.09141]], "multiplicity": 1, "orbital_gap_ev": 7.55, "smiles": "COc1ccc(CCNc2ccc([C@@H](CC(N)=O)NC(=O)c3ccc(Br)cc3)cc2[N+](=O)[O-])cc1"}

---

Summary of calculated total energy in eV
-7888.231 -87493.490 -112543.713
(order as listed above)
Summary of molar mass in g/mol
97.161 968.102 541.402
(order as listed above)